(1)
Density functional theory data (the ωB97M-V functional and the def2-TZVPD basis) for a 2-piece molecular cluster, C3H2O2 overall at a distorted geometry.

For the energy relative to the best compared isomer or geometry (same formula, charge and spin), the calculation gives 2.700 eV. The lowest unoccupied orbital energy comes out at 0.580 eV. The HOMO energy comes out at -9.93 eV. The total energy is -7234.202 eV. The charge is 0.

Each atom is followed by the atoms it is bonded to, with distances in Å.
Geometry (Å):
1 C -2.262 -0.649 0.551  O2 1.129
2 O -2.605 -0.363 -0.486  C1 1.129
3 O 0.887 1.199 -0.578  C4 1.270, C6 1.431
4 C 0.845 1.207 0.691  O3 1.270, C6 1.476
5 H 1.980 -0.555 -0.076  C6 1.081
6 C 1.005 -0.097 0.017  O3 1.431, C4 1.476, H5 1.081, H7 1.081
7 H 0.149 -0.741 -0.120  C6 1.081

Löwdin population analysis, charges in e, atoms 1 to 2:
1 C 0.0092
2 O 0.0361

---

(2)
Density functional theory data (the ωB97M-V functional and the def2-TZVPD basis) for a 5-piece molecular cluster, C42H85Cl2N8O6P3 overall at a distorted geometry.

The lowest unoccupied orbital energy comes out at -1.186 eV. The HOMO energy comes out at -7.68 eV. The total energy is -122047.626 eV. The structure (SMILES) is CCCCNc1c(CON=O)c(P(=O)(O)O)c2nc([PH2]=O)c(/C(Cl)=C(\C)Cl)nc2c1P(C)C.CCN(CC)CC.CCN(CC)CC.CCN(CC)CC.CCN(CC)CC. The charge is 0.

Each atom is followed by the atoms it is bonded to, with distances in Å.
Geometry (Å):
1 H -0.267 -2.432 0.383  C135 1.084
2 H -1.229 2.225 -2.186  C9 1.092
3 C 0.673 10.208 -5.332  C8 1.521, H10 1.090, H12 1.091, H141 1.090
4 C 1.361 -0.540 -6.752  H20 1.089, H81 1.092, C104 1.536, H117 1.091
5 H -0.401 5.597 1.454  P58 1.400
6 H 0.900 -0.423 -2.377  C33 1.091
7 C -0.206 -0.655 2.669  C46 1.386, C67 1.416, P88 1.841
8 C 0.240 8.991 -4.529  C3 1.521, N56 1.449, H72 1.093, H108 1.103
9 C -2.228 2.425 -2.577  H2 1.092, H29 1.091, C78 1.522, H140 1.090
10 H 0.918 11.058 -4.694  C3 1.090
11 C -3.548 0.461 -0.845  N18 1.454, H43 1.091, H74 1.094, C94 1.533
12 H -0.137 10.521 -5.992  C3 1.091
13 C -0.864 1.687 2.604  N24 1.361, C67 1.396, C118 1.414
14 H -4.259 -0.048 4.391  C98 1.076
15 H -5.194 1.612 -1.724  C94 1.092
16 C 1.121 -3.272 3.472  H19 1.081, P88 1.811, H97 1.083, H144 1.074
17 H -2.321 -0.873 5.586  C36 1.083
18 N -2.905 0.094 -2.097  C11 1.454, C78 1.449, C86 1.449
19 H 1.795 -4.001 3.044  C16 1.081
20 H 2.134 -0.297 -7.479  C4 1.089
21 H 3.000 -6.353 2.968  C69 1.094
22 H 0.991 -0.757 6.853  C71 1.081
23 H -2.373 3.617 4.865  O38 0.964
24 N -0.577 2.987 2.321  C13 1.361, C120 1.293
25 H 0.089 -9.237 2.257  C65 1.091
26 H 1.895 6.708 -2.727  C75 1.092
27 H 1.020 -3.604 0.654  C135 1.078
28 O 1.463 5.097 0.062  P58 1.477
29 H -2.136 3.145 -3.392  C9 1.091
30 H -2.771 -2.254 6.514  C36 1.080
31 H -2.285 0.781 -3.942  C78 1.093
32 H 0.670 -0.774 5.154  C71 1.079
33 C 1.001 -1.089 -3.235  H6 1.091, H52 1.091, H62 1.087, C126 1.518
34 H 2.763 8.815 -2.313  C49 1.092
35 H 0.714 -2.217 -5.585  C104 1.093
36 C -2.079 -1.914 5.759  H17 1.083, H30 1.080, C61 1.531, C66 1.514
37 H 3.325 -9.654 4.166  C124 1.093
38 O -2.601 3.907 3.974  H23 0.964, P47 1.595
39 H 3.715 0.818 -1.295  C138 1.073
40 H 1.759 -6.199 5.181  C91 1.092
41 O -3.859 3.198 1.881  P47 1.452
42 H 4.173 -2.672 -6.054  C51 1.093
43 H -2.965 1.256 -0.379  C11 1.091
44 H 0.138 7.392 -1.188  C76 1.088
45 H 1.360 -2.016 -0.070  C135 1.074
46 C -1.498 -0.988 3.046  C7 1.386, C60 1.422, N85 1.428
47 P -3.343 2.752 3.163  O38 1.595, O41 1.452, O54 1.593, C118 1.826
48 N 2.702 -8.380 2.671  C69 1.450, C124 1.450, C139 1.451
49 C 1.959 9.355 -2.818  H34 1.092, N56 1.450, H87 1.093, C110 1.536
50 C 3.613 2.123 0.367  Cl77 1.702, C130 1.326, C138 1.480
51 C 4.031 -1.838 -5.362  H42 1.093, C93 1.535, N128 1.451, H146 1.095
52 H 0.868 -2.115 -2.887  C33 1.091
53 N 1.388 1.058 2.086  C67 1.368, C122 1.298
54 O -4.467 2.315 4.204  P47 1.593, H64 0.961
55 Cl 3.828 3.763 2.440  C130 1.716
56 N 1.305 8.430 -3.724  C8 1.449, C49 1.450, C75 1.453
57 H -2.526 -1.450 -3.406  C86 1.093
58 P 0.868 5.007 1.411  H5 1.400, O28 1.477, H119 1.401, C120 1.814
59 H 0.762 6.464 -4.023  C75 1.095
60 C -2.502 0.011 3.172  C46 1.422, C98 1.498, C118 1.392
61 C -0.679 -1.991 6.376  C36 1.531, C71 1.517, H100 1.080, H121 1.081
62 H 0.192 -0.850 -3.921  C33 1.087
63 H 0.845 9.429 -0.931  C110 1.089
64 H -4.283 2.600 5.103  O54 0.961
65 C 0.357 -8.382 1.636  H25 1.091, H99 1.092, H136 1.089, C139 1.536
66 C -2.358 -2.797 4.561  C36 1.514, N85 1.472, H105 1.083, H123 1.083
67 C 0.118 0.706 2.449  C7 1.416, C13 1.396, N53 1.368
68 H 0.168 10.456 -2.198  C110 1.091
69 C 2.744 -7.236 3.561  H21 1.094, N48 1.450, C91 1.535, H145 1.094
70 H 1.645 10.929 -1.368  C110 1.092
71 C 0.194 -0.777 6.122  H22 1.081, H32 1.079, C61 1.517, H133 1.080
72 H -0.087 8.216 -5.226  C8 1.093
73 H -4.926 -0.595 -3.905  C90 1.090
74 H -3.463 -0.387 -0.159  C11 1.094
75 C 0.990 7.121 -3.177  H26 1.092, N56 1.453, H59 1.095, C76 1.532
76 C -0.155 7.011 -2.165  H44 1.088, C75 1.532, H80 1.091, H84 1.091
77 Cl 5.204 2.571 -0.041  C50 1.702
78 C -2.871 1.145 -3.094  C9 1.522, N18 1.449, H31 1.093, H106 1.103
79 O -6.730 0.335 1.772  N89 1.162
80 H -1.054 7.535 -2.495  C76 1.091
81 H 0.421 -0.632 -7.300  C4 1.092
82 H 1.114 -7.812 4.910  C91 1.090
83 H 4.264 -0.415 -7.010  C93 1.089
84 H -0.415 5.960 -2.028  C76 1.091
85 N -1.778 -2.370 3.278  C46 1.428, C66 1.472, H116 1.008
86 C -3.256 -1.208 -2.628  N18 1.449, H57 1.093, C90 1.535, H125 1.095
87 H 2.465 10.114 -3.420  C49 1.093
88 P 1.131 -1.873 2.322  C7 1.841, C16 1.811, C135 1.836
89 N -6.071 -0.182 2.577  O79 1.162, O115 1.412
90 C -4.659 -1.399 -3.220  H73 1.090, C86 1.535, H96 1.089, H129 1.092
91 C 1.502 -6.926 4.407  H40 1.092, C69 1.535, H82 1.090, H92 1.089
92 H 0.702 -6.488 3.811  C91 1.089
93 C 4.612 -0.564 -5.989  C51 1.535, H83 1.089, H137 1.092, H143 1.090
94 C -5.011 0.916 -0.903  C11 1.533, H15 1.092, H103 1.084, H114 1.090
95 H 1.952 -2.618 -6.727  C104 1.092
96 H -5.424 -1.459 -2.446  C90 1.089
97 H 0.173 -3.773 3.627  C16 1.083
98 C -3.906 -0.431 3.449  H14 1.076, C60 1.498, O115 1.441, H142 1.070
99 H -0.095 -8.537 0.655  C65 1.092
100 H -0.806 -2.060 7.446  C61 1.080
101 H 2.465 0.150 -4.186  C126 1.103
102 C 2.833 -10.847 2.466  H111 1.090, C124 1.521, H127 1.090, H132 1.090
103 H -5.266 1.428 0.018  C94 1.084
104 C 1.653 -1.852 -6.008  C4 1.536, H35 1.093, H95 1.092, N128 1.451
105 H -1.952 -3.776 4.784  C66 1.083
106 H -3.871 1.388 -3.490  C78 1.103
107 H 2.104 -7.262 1.039  C139 1.093
108 H -0.647 9.263 -3.931  C8 1.103
109 H 1.600 -9.772 3.853  C124 1.103
110 C 1.096 10.075 -1.771  C49 1.536, H63 1.089, H68 1.091, H70 1.092
111 H 2.830 -11.759 3.063  C102 1.090
112 H 2.074 1.419 -0.942  C138 1.080
113 H 3.124 -1.059 -3.092  C126 1.094
114 H -5.695 0.074 -1.011  C94 1.090
115 O -4.708 0.143 2.398  N89 1.412, C98 1.441
116 H -2.269 -2.787 2.503  N85 1.008
117 H 1.257 0.304 -6.069  C4 1.091
118 C -2.182 1.354 2.990  C13 1.414, P47 1.826, C60 1.392
119 H 1.680 5.631 2.367  P58 1.401
120 C 0.615 3.284 1.918  N24 1.293, P58 1.814, C122 1.419
121 H -0.199 -2.911 6.074  C61 1.081
122 C 1.638 2.305 1.827  N53 1.298, C120 1.419, C130 1.469
123 H -3.429 -2.951 4.515  C66 1.083
124 C 2.581 -9.647 3.365  H37 1.093, N48 1.450, C102 1.521, H109 1.103
125 H -3.099 -1.951 -1.840  C86 1.095
126 C 2.369 -0.901 -3.868  C33 1.518, H101 1.103, H113 1.094, N128 1.448
127 H 2.064 -10.958 1.701  C102 1.090
128 N 2.641 -1.830 -4.945  C51 1.451, C104 1.451, C126 1.448
129 H -4.695 -2.335 -3.782  C90 1.092
130 C 3.009 2.649 1.424  C50 1.326, Cl55 1.716, C122 1.469
131 H 2.219 -8.964 0.748  C139 1.092
132 H 3.802 -10.766 1.974  C102 1.090
133 H -0.375 0.128 6.279  C71 1.080
134 H 2.849 0.216 0.061  C138 1.081
135 C 0.776 -2.553 0.654  H1 1.084, H27 1.078, H45 1.074, P88 1.836
136 H -0.104 -7.493 2.064  C65 1.089
137 H 5.700 -0.640 -6.029  C93 1.092
138 C 3.021 1.105 -0.529  H39 1.073, C50 1.480, H112 1.080, H134 1.081
139 C 1.879 -8.233 1.485  N48 1.451, C65 1.536, H107 1.093, H131 1.092
140 H -2.819 2.894 -1.790  C9 1.090
141 H 1.543 9.976 -5.948  C3 1.090
142 H -4.010 -1.494 3.383  C98 1.070
143 H 4.368 0.327 -5.409  C93 1.090
144 H 1.539 -3.005 4.425  C16 1.074
145 H 3.590 -7.383 4.240  C69 1.094
146 H 4.630 -2.087 -4.480  C51 1.095

Löwdin population analysis, charges in e, atoms 1 to 2:
1 H 0.0308
2 H 0.0717